(1)
130
Properties=species:S:1:pos:R:3 method="wB97M-V/def2-TZVPD" e_homo_ev=-10.337 mol_weight_g_mol=1020.9 total_charge=0 smiles="C[C@H]1COC(=O)O1.C[C@H]1COC(=O)O1.C[C@H]1COC(=O)O1.C[C@H]1COC(=O)O1.C[C@H]1COC(=O)O1.C[C@H]1COC(=O)O1.C[C@H]1COC(=O)O1.C[C@H]1COC(=O)O1.C[C@H]1COC(=O)O1.C[C@H]1COC(=O)O1" de_lowest_ev=8.365 gap_ev=10.4 e_tot_ev=-103873.385
C -3.5482 -4.8884 -0.9680
C -3.8669 -4.0329 -2.2373
C -2.7834 -3.1604 -2.8686
O -3.0385 -3.3846 -4.1803
C -3.9306 -4.3123 -4.4917
O -4.1700 -4.5098 -5.6882
O -4.3056 -4.8917 -3.3297
H -4.4767 -5.1803 -0.4772
H -2.9246 -4.2969 -0.2976
H -3.0651 -5.8067 -1.3019
H -4.7920 -3.5428 -1.9338
H -1.7774 -3.4028 -2.5263
H -3.0311 -2.1518 -2.5377
C 1.1443 -0.7805 1.5636
C 0.4340 -0.9948 0.1744
C -1.0653 -1.2731 -0.1316
O -1.4572 0.0012 -0.5348
C -0.4295 0.7802 -0.8830
O -0.5256 1.8167 -1.4658
O 0.6847 0.1996 -0.5070
H 0.7969 -1.5049 2.3003
H 0.9342 0.1821 2.0298
H 2.2106 -0.7460 1.3401
H 0.9457 -1.7702 -0.3957
H -1.7152 -1.5387 0.7022
H -1.1934 -2.0490 -0.8865
C 0.5193 4.8315 -2.2056
C 0.5314 6.3467 -2.0803
C 0.7751 6.9039 -0.6772
O 1.7155 7.9475 -0.8456
C 2.4171 7.8176 -1.9956
O 3.3863 8.4218 -2.1949
O 1.7274 6.8652 -2.7375
H 0.4176 4.5465 -3.2528
H -0.2488 4.4165 -1.5530
H 1.4899 4.3432 -2.1177
H -0.2614 6.7361 -2.7190
H 1.1013 6.1218 0.0083
H -0.1326 7.2520 -0.1843
C -0.1048 3.8313 1.5260
C -0.9139 4.8031 2.2490
C -0.3105 6.1954 2.5555
O -1.2450 7.1534 2.0996
C -2.1043 6.5026 1.2342
O -2.9517 6.9432 0.4731
O -1.8963 5.1873 1.3296
H 0.9321 3.8502 1.8615
H 0.1030 4.2476 0.5403
H -0.4038 2.8115 1.2838
H -1.3473 4.4280 3.1762
H 0.5951 6.3251 1.9628
H 0.0128 6.3374 3.5867
C 8.4630 -1.5081 1.9710
C 7.5359 -0.7175 1.0218
C 7.6100 -1.2333 -0.4735
O 6.3132 -1.5923 -0.8794
C 5.3947 -1.4450 0.2046
O 4.1926 -1.7235 0.2598
O 6.1811 -1.0619 1.3327
H 8.7414 -1.0680 2.9286
H 9.4502 -1.5944 1.5171
H 8.2581 -2.5707 2.1016
H 7.6950 0.3553 1.1306
H 8.2542 -2.0748 -0.7286
H 8.1501 -0.5249 -1.1015
C -6.6063 -2.1120 1.5377
C -5.4226 -3.0252 1.3431
C -4.3294 -2.8245 2.2457
O -4.2653 -3.9525 3.0539
C -5.2011 -4.7736 2.6979
O -5.5009 -5.8768 3.2062
O -5.8307 -4.2814 1.5893
H -6.6202 -1.6414 2.5207
H -7.5824 -2.5527 1.3347
H -6.3898 -1.2245 0.9431
H -5.0701 -2.8546 0.3259
H -4.4474 -1.8672 2.7533
H -3.4886 -2.8821 1.5544
C 0.5238 -8.9730 -1.4033
C 1.1436 -7.5688 -0.9927
C 1.6667 -6.8108 -2.2222
O 1.2340 -5.4517 -2.1162
C 0.2509 -5.4764 -1.2975
O -0.3149 -4.4960 -1.0725
O 0.0044 -6.7218 -0.8519
H 0.1152 -9.1323 -2.4012
H -0.3815 -9.1324 -0.8175
H 1.2150 -9.8091 -1.2966
H 1.6760 -7.4592 -0.0479
H 1.3077 -7.0816 -3.2151
H 2.7204 -7.0706 -2.3235
C 5.3886 2.1773 -3.7414
C 4.1637 2.5018 -2.7336
C 3.2548 1.2800 -2.2683
O 3.3825 1.1893 -0.9215
C 4.4786 1.8456 -0.5589
O 4.9013 1.9301 0.5485
O 4.8366 2.6336 -1.5366
H 6.2252 2.8726 -3.6723
H 5.1266 2.0982 -4.7965
H 5.7253 1.2106 -3.3669
H 3.5130 3.2958 -3.1000
H 3.5278 0.2530 -2.5110
H 2.2679 1.3903 -2.7176
C -4.3087 3.6970 -2.2399
C -4.0048 2.2324 -1.7201
C -3.8871 2.1352 -0.1486
O -4.6306 0.9033 0.0562
C -5.0218 0.4486 -1.0976
O -5.3482 -0.7215 -1.2990
O -5.1039 1.4284 -2.0341
H -4.6344 3.6434 -3.2788
H -3.3283 4.1692 -2.3030
H -4.7641 4.4046 -1.5470
H -3.3213 1.7045 -2.3851
H -4.2807 3.0263 0.3404
H -2.8589 2.0366 0.1997
C 1.7166 -0.1497 5.3370
C 0.3098 0.4549 5.3329
C -0.0396 1.8392 4.7330
O -1.2445 1.6157 4.0167
C -1.3569 0.3133 3.8446
O -2.1685 -0.1062 3.0228
O -0.4431 -0.3619 4.5721
H 2.4796 0.6288 5.3445
H 1.7689 -0.7287 4.4150
H 1.8466 -0.8828 6.1331
H -0.1178 0.6414 6.3180
H 0.7102 2.3042 4.0929
H -0.2644 2.5286 5.5469

(2)
25
Properties=species:S:1:pos:R:3 method="wB97M-V/def2-TZVPD" e_homo_ev=-9.825 mol_weight_g_mol=244.2 total_charge=0 smiles=N#CCCC[Si](Cl)(Cl)c1ccccc1 de_lowest_ev=0.485 gap_ev=10.3 e_tot_ev=-44964.083
N 0.5941 1.6950 -3.6347
Cl 2.5007 -0.1422 0.7144
Cl 0.8467 -3.0254 1.2525
C 1.2972 0.9005 -3.1824
C -2.2281 1.7436 2.6050
C -2.6707 0.4372 2.4359
C -0.9450 2.0919 2.2694
C -1.8363 -0.4831 1.8189
C -0.1349 1.1667 1.6334
C -0.5593 -0.1124 1.4218
C 2.1261 -0.0636 -2.5381
C 1.3289 -1.3962 -2.2755
C 0.1255 -1.1960 -1.3589
Si 0.6142 -1.1122 0.4459
H -2.8748 2.4874 3.0619
H -3.6909 0.1695 2.7239
H -0.6384 3.0823 2.4647
H -2.1686 -1.4955 1.7191
H 0.8423 1.4425 1.2886
H 2.5374 0.3404 -1.6037
H 3.0023 -0.2783 -3.1881
H 0.9687 -1.7745 -3.2493
H 1.9346 -2.1798 -1.8476
H -0.3995 -0.2841 -1.6080
H -0.5721 -2.0136 -1.3690

(3)
21
Properties=species:S:1:pos:R:3 method="wB97M-V/def2-TZVPD" e_homo_ev=3.751 mol_weight_g_mol=265.0 total_charge=-3 gap_ev=2.5 e_tot_ev=-50392.547
O -2.3163 0.1470 -1.7334
V -1.9718 1.1729 -0.6241
O -3.2185 1.2957 0.3937
C 1.9023 2.2567 0.3257
O 0.9194 2.5827 0.9894
O 3.0058 2.6038 0.7140
O 1.6208 1.5519 -0.6694
C -4.5354 4.6530 -1.9201
O -3.2962 4.3463 -1.9569
O -4.5720 5.4680 -2.8635
O -4.5827 5.3039 -0.9327
C 1.4895 -3.3941 1.5288
C 2.4167 -3.3431 0.3572
O 1.8519 -3.4594 -0.9697
O 0.4835 -2.4149 1.4066
H 1.9396 -3.3574 2.5209
H 0.9434 -4.3311 1.4194
H 3.3211 -3.9433 0.4566
H 2.8793 -2.3562 0.3491
H 1.3781 -2.6361 -1.1089
H 0.3416 -2.1462 2.3172

(4)
8
Properties=species:S:1:pos:R:3 method="wB97M-V/def2-TZVPD" e_homo_ev=-10.228 mol_weight_g_mol=202.1 total_charge=0 de_lowest_ev=0.262 gap_ev=9.1 e_tot_ev=-51122.075
F 2.3350 -0.4537 1.0971
F 0.8634 -0.6447 -0.5610
F 2.8599 0.3510 -0.9670
F -1.5295 -0.4466 1.4583
P 1.6990 0.5652 0.0778
P -1.9932 0.1086 -0.0089
S -1.8374 1.9689 -0.0710
S -2.3971 -1.4486 -1.0253

(5)
18
Properties=species:S:1:pos:R:3 method="wB97M-V/def2-TZVPD" e_homo_ev=-10.173 mol_weight_g_mol=100.1 total_charge=0 smiles="C=C.O.O.O.O" de_lowest_ev=1.628 gap_ev=10.4 e_tot_ev=-10457.366
C -3.3821 -0.0190 0.1448
C -2.3274 0.7155 -0.1645
H -3.3827 -1.0923 0.0377
H -4.3151 0.4713 0.3941
H -1.3539 0.2649 -0.2939
H -2.4581 1.7780 -0.3235
H -0.4696 -0.8306 -3.9653
H 0.1816 -0.8501 -2.5421
O 0.2811 -0.5379 -3.4471
H 2.2855 -1.4127 -0.2148
H 1.3375 -0.1685 -0.1931
O 1.7495 -0.8298 -0.7618
H 3.0904 4.5902 4.8957
H 3.6848 3.3170 4.2819
O 3.8113 3.9583 4.9873
H 0.9416 -2.5001 -1.0310
H 0.1849 -3.8228 -0.6309
O 0.1409 -3.0314 -1.1734

(6)
42
Properties=species:S:1:pos:R:3 method="wB97M-V/def2-TZVPD" e_homo_ev="-13.092 / -13.092" mol_weight_g_mol=719.0 total_charge=+2 gap_ev="4.4 / 4.7" s_squared=6.248 e_tot_ev=-87378.738 spin_multiplicity=5
O 1.1833 -1.1133 -4.8192
C 0.8435 -1.2398 -3.5162
C 1.9116 -1.7655 -2.3414
I 3.3420 -3.3059 -2.9468
C 1.8309 -1.1585 -0.9523
C 2.8139 -1.6609 0.2595
F 2.8096 -3.1589 0.4576
F 4.2440 -1.2466 0.0065
C 2.2589 -1.0538 1.7159
C 0.8608 -1.7864 2.2690
C 0.1515 -1.3939 3.6996
C 0.9024 -0.1956 4.5784
C 2.2957 0.5478 4.0285
C 2.9252 1.6894 5.0534
F 4.2461 1.2590 5.6463
F 2.0372 1.9253 6.2529
F 3.0275 3.0441 4.3933
C 3.0021 0.1296 2.5729
C 0.6715 0.0367 -0.7995
O 0.8520 1.1781 -0.1293
C -0.7539 -0.2072 -1.5733
C -2.1941 0.2632 -0.8718
C -2.5637 1.7152 -1.5758
C -3.3330 2.7693 -0.5833
O -4.7118 2.3507 -0.2028
C -0.6795 -0.8704 -2.9317
P -2.3086 -1.2569 -3.9034
O -2.6416 0.0660 -4.9993
Cl -2.0731 -3.0295 -5.1032
H 0.3645 -2.6511 1.6461
H -0.8113 -1.9690 4.0506
H 0.3938 0.0695 5.6137
H 4.0072 0.6348 2.1971
H -1.9487 0.3693 0.2889
H -3.0652 -0.4883 -1.0902
H -1.5110 2.2098 -1.8447
H -3.1446 1.6195 -2.5887
H -2.6836 3.0833 0.3541
H -3.4774 3.7754 -1.2088
H -4.6907 1.6185 0.4825
H -2.0022 0.7920 -4.7029
Sm -2.3811 -1.5946 -6.8820

(7)
28
Properties=species:S:1:pos:R:3 method="wB97M-V/def2-TZVPD" e_homo_ev=-11.767 mol_weight_g_mol=301.6 total_charge=+1 smiles=C[C@@H](Cl)Cc1c[nH+]cc2c(O)c(Br)ccc12 gap_ev=6.4 e_tot_ev=-98720.492
C 4.2976 0.8887 0.2739
C 2.8787 0.0665 0.3109
Cl 1.9365 0.6674 1.8221
C 1.9902 0.2077 -1.0896
C 0.5844 -0.6443 -0.7876
C 0.5548 -2.2909 -0.9721
N -0.7547 -3.0370 -0.6559
C -2.0291 -2.3117 -0.1751
C -2.0985 -0.6711 0.0307
C -3.4311 0.1444 0.5594
O -4.6164 -0.7075 0.8951
C -3.4515 1.7996 0.7063
Br -5.0941 2.7776 1.3306
C -2.1195 2.7280 0.3428
C -0.7721 1.8720 -0.1435
C -0.7525 0.2182 -0.3042
H 5.0022 0.5824 -0.6376
H 4.9007 0.5616 1.2458
H 4.1392 2.0465 0.3310
H 3.0172 -1.1062 0.4810
H 1.7448 1.3197 -1.3614
H 2.5253 -0.3885 -1.9716
H 1.5093 -2.8992 -1.3438
H -0.7517 -4.0969 -0.7526
H -2.9684 -3.0098 0.0570
H -4.3273 -1.1468 1.7715
H -2.1001 3.8999 0.4112
H 0.1858 2.5297 -0.3743

(8)
12
Properties=species:S:1:pos:R:3 method="wB97M-V/def2-TZVPD" e_homo_ev=-5.151 mol_weight_g_mol=234.9 total_charge=-1 de_lowest_ev=1.046 gap_ev=8.0 e_tot_ev=-25689.839
C -0.2970 -0.8680 1.2522
C 0.9031 -0.7739 0.3097
O -1.6692 1.2741 -0.3479
O -1.1481 1.0920 -2.8711
O 0.5237 -0.6397 -0.9813
P -0.7011 1.1708 -1.4657
I 0.9564 2.8590 -1.3435
H -0.0084 -0.6930 2.2868
H -0.8790 -0.1330 0.9188
H -0.7695 -1.7925 1.2085
H 1.6139 -1.6017 0.2837
H 1.4753 0.1058 0.7500

(9)
21
Properties=species:S:1:pos:R:3 method="wB97M-V/def2-TZVPD" e_homo_ev=-13.550 mol_weight_g_mol=112.1 total_charge=+1 de_lowest_ev=1.264 gap_ev=10.6 e_tot_ev=-10963.744
C -0.4974 1.0948 0.4507
C 0.2926 -0.0555 0.7549
C 0.4148 -0.7017 1.9390
N 1.1236 -0.3850 -0.4846
H -0.7845 1.6675 1.3091
H 0.1059 1.8562 -0.0386
H -1.3824 0.9190 -0.1636
H 0.7916 -1.6526 2.1608
H -0.0549 -0.2822 2.8700
H 0.4651 -0.9132 -1.1380
H 1.9902 -0.8786 -0.3198
H 1.3650 0.5382 -0.9409
H 3.2019 2.3415 -0.7080
H 3.0160 1.5285 -2.0028
O 2.6143 1.7556 -1.1992
H -0.5725 -2.2315 -2.8904
H -1.5008 -0.9467 -2.5943
O -0.5464 -1.2914 -2.5639
H -3.6476 -0.1668 1.4955
H -3.4054 -1.5134 2.1256
O -2.9890 -0.6827 1.9385

(10)
98
Properties=species:S:1:pos:R:3 method="wB97M-V/def2-TZVPD" e_homo_ev="-15.020 / -17.876" mol_weight_g_mol=773.9 total_charge=+3 de_lowest_ev=0.000 gap_ev="6.6 / 4.6" s_squared=6.025 e_tot_ev=-64484.848 spin_multiplicity=5
C -1.4966 0.7882 2.1327
C -2.2808 -0.5626 0.3420
C -2.7594 0.7609 2.7340
C -3.5700 -0.5972 0.9032
C -3.8040 0.0515 2.1164
H -2.9248 1.3059 3.6672
H -4.3679 -1.1367 0.3850
H -4.7971 0.0231 2.5760
N -1.2655 0.1006 0.9760
P 0.7376 2.2142 1.2514
P -0.2007 -1.8781 -0.9862
C -0.3524 1.6113 2.6738
H -0.7276 2.4103 3.3361
H 0.3244 0.9662 3.2665
C 2.3371 0.4277 -0.9793
O 3.3218 0.5725 -1.6066
C -1.9446 -1.0988 -1.0162
H -2.7428 -1.7547 -1.3910
C 0.1850 -2.3716 -2.8108
C -0.3835 -3.4683 0.0709
C -0.1729 3.7359 0.5298
C 2.3392 2.8008 2.1213
C 1.1513 -1.3262 -3.4119
H 2.1893 -1.5352 -3.1123
H 1.0907 -1.3975 -4.5145
H 0.9161 -0.2984 -3.1071
C 0.9219 -3.7256 -2.8729
H 1.8832 -3.6877 -2.3339
H 0.3242 -4.5645 -2.4838
H 1.1442 -3.9414 -3.9343
C -1.1006 -2.4403 -3.6558
H -0.9270 -3.1028 -4.5244
H -1.9595 -2.8402 -3.0939
H -1.3726 -1.4488 -4.0462
C 0.9838 -4.1830 0.1760
H 1.8106 -3.4964 -0.0603
H 1.1175 -4.5228 1.2203
H 1.0590 -5.0656 -0.4724
C -0.7934 -3.0632 1.5054
H -0.2877 -2.1438 1.8355
H -1.8809 -2.9267 1.6047
H -0.4941 -3.8796 2.1886
C -1.4604 -4.4258 -0.4764
H -2.0131 -4.0026 -1.3300
H -0.9701 -5.3534 -0.8270
H -2.1879 -4.7098 0.3044
C 3.3122 3.3237 1.0430
H 4.2211 3.7094 1.5409
H 3.6190 2.5133 0.3602
H 2.8854 4.1449 0.4461
C 3.0094 1.5938 2.8052
H 2.3146 1.0338 3.4513
H 3.4321 0.8954 2.0680
H 3.8308 1.9714 3.4428
C 2.0776 3.8693 3.2034
H 1.1088 3.7033 3.7054
H 2.8636 3.7883 3.9775
H 2.0969 4.8965 2.8153
C -1.6697 3.3704 0.4959
H -2.1257 3.3936 1.5000
H -2.2009 4.1108 -0.1300
H -1.8230 2.3783 0.0484
C 0.3206 3.8939 -0.9267
H -0.4700 3.5716 -1.6273
H 0.5474 4.9615 -1.1122
H 1.2375 3.3160 -1.1235
C -0.0279 5.0553 1.3083
H -0.2737 4.9344 2.3780
H 0.9779 5.4962 1.2248
H -0.7432 5.7868 0.8869
Pt 0.6834 0.1623 -0.0221
N -0.6393 0.8850 -1.6068
C -1.6942 0.2224 -1.8626
C -2.7844 0.7134 -2.8646
C -3.9484 -0.2780 -3.0561
C -3.3636 2.0393 -2.3217
C -2.1103 1.0020 -4.2242
H -3.6108 -1.2567 -3.4386
H -4.4986 -0.4459 -2.1133
H -4.6669 0.1318 -3.7883
H -2.5697 2.7998 -2.2658
H -4.1650 2.4073 -2.9887
H -3.7889 1.9043 -1.3116
H -2.6963 0.5502 -5.0454
H -2.0511 2.0913 -4.3824
H -1.0877 0.5902 -4.2686
C 2.8201 -1.9310 3.6815
N 3.2435 -2.0975 2.3009
C 4.3833 -2.9471 2.0108
C 2.6078 -1.4843 1.2634
O 1.6556 -0.7322 1.4440
H 2.5639 -2.9216 4.1124
H 1.9265 -1.2808 3.7768
H 3.6465 -1.4808 4.2715
H 4.0740 -3.7809 1.3445
H 5.1766 -2.3538 1.5073
H 4.8100 -3.3815 2.9404
H 2.9643 -1.6589 0.2556

(11)
18
Properties=species:S:1:pos:R:3 method="wB97M-V/def2-TZVPD" e_homo_ev=-9.197 mol_weight_g_mol=101.1 total_charge=0 smiles=CC[C@H]1C[C@H](O)N1 de_lowest_ev=1.468 gap_ev=10.3 e_tot_ev=-8900.230
C -2.1481 -0.6886 -0.9701
C -1.4778 0.0365 0.1950
C -0.0451 0.4299 -0.1140
C 0.8226 0.9277 1.0595
N 0.9150 -0.6739 -0.3612
C 1.8126 -0.2044 0.6994
O 3.0741 0.1918 0.2464
H -2.1004 -0.0876 -1.8850
H -1.6548 -1.6431 -1.1833
H -3.2008 -0.9001 -0.7593
H -2.0381 0.9497 0.4367
H -1.4984 -0.5911 1.0974
H -0.0538 1.1163 -0.9737
H 2.9252 0.7666 -0.5158
H 1.2262 1.9424 0.9919
H 0.3447 0.7971 2.0364
H 0.5358 -1.6032 -0.2045
H 2.0157 -0.9395 1.4838

(12)
14
Properties=species:S:1:pos:R:3 method="wB97M-V/def2-TZVPD" e_homo_ev=-9.101 mol_weight_g_mol=143.2 total_charge=0 de_lowest_ev=0.288 gap_ev=9.6 e_tot_ev=-21685.848
C -2.1160 -0.9858 0.0072
C -2.0116 1.0578 0.1493
C 0.3839 -0.0533 -0.3391
C 1.2509 -0.0532 0.9207
C -0.9695 -0.0411 0.3713
N -2.9782 0.0975 -0.1323
O -2.2769 -2.1536 -0.1333
O -2.0507 2.2443 0.1705
S -0.2052 -0.1821 2.0301
H 0.5298 0.8212 -0.9732
H 0.5071 -0.9548 -0.9392
H 1.9171 -0.9048 1.0286
H 1.7904 0.8737 1.0983
H -3.9604 0.1640 -0.3643